The following is a quantum chemistry calculation of a cluster of 2 separate species, C11H20O in total in a non-equilibrium geometry, from OMol25.

Relative energy (zero: lowest compared OMol25 entry of this formula, charge and spin) in kcal per mole: 71.2
Strongest force on any atom in Eh/bohr: 0.08743
SMILES: CC#C/C=C/C.CCOC(C)C
Electronic energy in eV: -13775.589
LUMO in eV: 0.983

Last column: Löwdin charge in e.
Cartesian coordinates (Å):
C 0.595 -1.591 0.270  -0.104
C 2.033 -1.312 0.164  -0.092
C 3.177 -1.081 0.050  -0.065
C 4.575 -0.853 -0.347  -0.122
C 5.184 0.227 0.187  -0.163
C 6.486 0.890 -0.319  -0.116
H 0.061 -1.110 -0.560  0.078
H 0.387 -2.660 0.283  0.076
H 0.223 -1.148 1.199  0.060
H 4.938 -1.527 -1.118  0.103
H 4.681 0.873 0.992  0.127
H 6.254 1.612 -1.116  0.069
H 6.975 1.440 0.519  0.067
H 7.232 0.116 -0.658  0.080
C -4.020 -1.997 -0.512  -0.081
C -4.123 -0.650 0.050  -0.278
O -3.126 0.191 -0.526  -0.150
C -2.727 1.303 0.178  -0.494
C -2.090 2.298 -0.831  -0.044
C -1.714 0.931 1.281  -0.039
H -2.981 -2.398 -0.611  0.095
H -4.395 -2.010 -1.522  0.071
H -4.625 -2.749 -0.023  0.076
H -4.014 -0.616 1.113  0.102
H -5.094 -0.195 -0.197  0.128
H -3.666 1.773 0.584  0.149
H -1.047 1.960 -1.084  0.089
H -1.944 3.275 -0.294  0.087
H -2.773 2.475 -1.658  0.072
H -0.742 0.706 0.750  0.073
H -1.629 1.770 1.994  0.090
H -2.089 0.058 1.763  0.055



The following is a quantum chemistry calculation of an isolated molecule of C11H20O in a non-equilibrium geometry, from OMol25.

Relative energy (zero: lowest compared OMol25 entry of this formula, charge and spin) in kcal per mole: 69.3
Strongest force on any atom in Eh/bohr: 0.11915
SMILES: C=CCC(=C)C[C@@H](O)C(C)(C)C
Electronic energy in eV: -13775.668
LUMO in eV: 0.801

Last column: Löwdin charge in e.
Cartesian coordinates (Å):
C 0.326 3.902 0.515  0.046
C 1.612 3.676 1.075  -0.109
C 1.897 2.465 1.975  -0.185
C 2.432 1.242 1.279  -0.333
C 3.687 1.357 0.807  0.074
C 1.550 0.102 1.218  -0.152
C 0.518 0.169 0.141  -0.293
O 1.321 0.199 -1.047  -0.064
C -0.645 -0.947 0.133  -0.528
C -1.420 -1.063 -1.288  -0.040
C -1.739 -0.563 1.088  -0.084
C -0.202 -2.363 0.342  -0.080
H 0.143 4.684 -0.165  0.025
H -0.520 3.306 0.744  0.032
H 2.473 4.111 0.767  0.045
H 2.478 2.831 2.843  0.124
H 0.871 2.345 2.382  0.113
H 4.003 2.393 0.944  0.066
H 4.254 0.530 0.284  0.100
H 1.983 -0.875 1.314  0.124
H 0.900 0.055 2.067  0.112
H 0.136 1.146 0.063  0.109
H 1.875 1.031 -1.026  0.106
H -2.127 -1.915 -1.148  0.084
H -0.680 -1.262 -2.064  0.074
H -1.916 -0.119 -1.469  0.069
H -2.130 0.446 0.826  0.092
H -1.352 -0.684 2.127  0.092
H -2.670 -1.171 1.068  0.093
H 0.362 -2.372 1.292  0.079
H -1.065 -3.101 0.251  0.110
H 0.580 -2.624 -0.404  0.099



The following is a quantum chemistry calculation of an isolated molecule of C11H20O2, from OMol25.

Relative energy (zero: lowest compared OMol25 entry of this formula, charge and spin) in kcal per mole: 12.8
Strongest force on any atom in Eh/bohr: 0.00937
SMILES: C=CCCCCCCCC(=O)OC
Electronic energy in eV: -15826.315
LUMO in eV: 0.912

Last column: Löwdin charge in e.
Cartesian coordinates (Å):
C -4.699 -0.912 -2.442  -0.005
C -3.563 -1.251 -3.020  -0.191
C -2.188 -0.789 -2.645  -0.225
C -2.125 0.178 -1.467  -0.234
C -0.687 0.595 -1.162  -0.221
C -0.618 1.553 0.025  -0.221
C 0.782 2.120 0.271  -0.212
C 1.859 1.077 0.569  -0.198
C 1.591 0.288 1.853  -0.092
C 2.651 -0.765 2.057  -0.512
O 3.036 -1.538 1.219  0.113
O 3.123 -0.743 3.311  -0.041
C 4.122 -1.704 3.624  -0.053
H -5.642 -1.300 -2.787  0.048
H -4.748 -0.237 -1.605  0.048
H -3.578 -1.936 -3.860  0.093
H -1.737 -0.317 -3.525  0.117
H -1.582 -1.672 -2.421  0.118
H -2.556 -0.298 -0.584  0.119
H -2.717 1.067 -1.695  0.117
H -0.097 -0.299 -0.953  0.112
H -0.257 1.081 -2.042  0.121
H -0.979 1.046 0.922  0.105
H -1.293 2.392 -0.162  0.113
H 1.090 2.682 -0.614  0.111
H 0.730 2.823 1.106  0.110
H 2.819 1.590 0.668  0.121
H 1.948 0.376 -0.260  0.107
H 1.564 0.943 2.724  0.126
H 0.634 -0.231 1.771  0.124
H 5.003 -1.552 2.997  0.096
H 4.369 -1.557 4.672  0.091
H 3.743 -2.714 3.456  0.096



The following is a quantum chemistry calculation of a structure of composition C11H21AlBrClO4P in a non-equilibrium geometry, from OMol25.

Strongest force on any atom in Eh/bohr: 0.03959
Charge: -1
Electronic energy in eV: -118392.363
LUMO in eV: 2.552

Last column: Löwdin charge in e.
Cartesian coordinates (Å):
C 1.445 -0.694 -4.774  0.098
C 0.445 -1.233 -4.394  -0.153
C -0.777 -1.624 -3.677  -0.215
C -0.522 -1.715 -2.159  -0.190
C -0.332 -0.310 -1.582  -0.138
C -0.198 -0.324 -0.053  -0.392
O 0.265 -1.550 0.497  -0.215
Al 0.036 -1.145 2.246  0.077
P -2.220 -1.362 3.021  0.405
O -3.091 -2.110 1.783  -0.461
Cl -3.038 0.596 3.045  0.038
O 0.567 0.568 1.998  -0.181
C 0.590 0.858 0.629  -0.539
C -0.250 2.109 0.296  -0.022
C 2.017 0.772 0.082  -0.141
C 3.046 1.702 0.739  -0.275
C 2.707 3.181 0.770  -0.578
Br 2.644 3.951 -1.029  0.602
H 2.277 -0.141 -5.134  0.017
H -1.545 -0.865 -3.832  0.111
H -1.115 -2.575 -4.094  0.104
H 0.389 -2.280 -1.965  0.117
H -1.337 -2.234 -1.655  0.112
H 0.507 0.163 -2.095  0.100
H -1.217 0.279 -1.841  0.119
H -1.256 -0.262 0.291  0.109
H 0.861 -2.015 3.304  -0.079
H -2.589 -1.957 0.972  -0.008
H -1.299 1.848 0.166  0.076
H 0.127 2.652 -0.570  0.044
H -0.228 2.770 1.167  0.079
H 2.345 -0.247 0.300  0.123
H 2.077 0.881 -1.001  0.097
H 3.292 1.364 1.747  0.114
H 3.976 1.613 0.165  0.097
H 3.497 3.728 1.281  0.048
H 1.789 3.378 1.314  0.050
O -4.795 -2.511 5.035  -0.108
H -4.820 -3.335 4.541  0.021
H -4.272 -1.924 4.466  -0.062



The following is a quantum chemistry calculation of a cluster of 6 separate species, C11H21BCl15NO3P in total, from OMol25.

Strongest force on any atom in Eh/bohr: 0.01512
Charge: -1
Electronic energy in eV: -217184.085
LUMO in eV: 1.720

Last column: Löwdin charge in e.
Cartesian coordinates (Å):
C 1.074 -1.543 1.899  -0.108
C 1.325 -0.042 1.690  -0.245
C 0.528 0.900 2.612  -0.243
N -0.552 1.615 1.947  -0.002
C -1.692 0.789 1.573  -0.420
C -1.663 0.140 0.200  -0.227
O -2.998 -0.239 -0.015  -0.123
B -3.817 0.806 0.743  -0.798
P -4.889 -0.251 2.070  0.852
C -6.334 0.861 2.368  -0.350
O -5.669 -1.397 1.085  -0.391
O -2.829 1.607 1.502  -0.069
H 0.836 -1.753 2.946  0.065
H 0.253 -1.918 1.286  0.053
H 1.959 -2.135 1.648  0.061
H 1.116 0.233 0.652  0.094
H 2.393 0.144 1.855  0.052
H 0.165 0.317 3.480  0.107
H 1.206 1.663 3.008  0.092
H -0.924 2.314 2.576  0.108
H -1.872 -0.015 2.321  0.142
H -1.327 0.895 -0.532  0.122
H -1.006 -0.735 0.147  0.064
H -4.498 1.507 -0.004  0.076
H -6.934 0.531 3.224  -0.009
H -6.986 0.928 1.487  0.030
H -5.951 1.865 2.582  0.026
H -6.561 -1.538 1.406  0.000
C 5.180 1.949 0.498  -1.551
Cl 4.102 1.959 -0.891  0.515
Cl 4.291 2.242 1.988  0.553
Cl 6.072 0.423 0.586  0.509
H 5.904 2.744 0.378  0.007
C 1.763 -0.878 -3.223  -1.532
Cl 3.190 -1.628 -2.478  0.517
Cl 0.306 -1.308 -2.358  0.606
Cl 1.965 0.874 -3.317  0.491
H 1.689 -1.249 -4.237  0.011
C -5.618 -3.102 5.410  -1.565
Cl -4.285 -3.144 4.296  0.541
Cl -7.075 -2.431 4.665  0.509
Cl -5.970 -4.710 6.093  0.477
H -5.355 -2.461 6.241  0.006
C 6.372 -1.861 -4.668  -1.563
Cl 6.066 -3.592 -4.577  0.523
Cl 7.930 -1.455 -3.948  0.523
Cl 6.284 -1.293 -6.337  0.504
H 5.599 -1.354 -4.105  -0.030
C 3.510 3.033 -7.161  -1.559
Cl 2.558 2.930 -8.644  0.521
Cl 2.478 3.264 -5.758  0.522
Cl 4.530 1.607 -6.961  0.500
H 4.162 3.892 -7.246  0.008



The following is a quantum chemistry calculation of a structure of composition C11H21BaN4O13P3 in a non-equilibrium geometry, from OMol25.

Relative energy (zero: lowest compared OMol25 entry of this formula, charge and spin) in kcal per mole: 57.5
Strongest force on any atom in Eh/bohr: 0.06115
Electronic energy in eV: -72897.632
LUMO in eV: -0.165

Last column: Löwdin charge in e.
Cartesian coordinates (Å):
Ba 0.655 0.122 -1.595  2.239
O -5.405 0.754 -0.066  0.079
C -4.044 0.759 -0.076  -0.265
C -3.298 1.920 -0.230  0.078
C -1.928 1.789 -0.247  -0.184
N -1.325 0.610 -0.102  -0.027
C -2.057 -0.507 0.042  -0.160
C -3.432 -0.481 0.065  0.089
C -1.251 -1.827 0.148  -0.551
O -1.783 -2.876 0.422  0.091
O 0.032 -1.624 -0.075  -0.320
C -1.039 3.000 -0.566  -0.473
O -1.464 4.095 -0.793  0.130
O 0.280 2.698 -0.591  -0.039
H -5.734 1.652 -0.194  0.114
H -3.751 2.896 -0.361  0.135
H -4.000 -1.394 0.180  0.140
N 1.786 -3.375 -0.793  0.149
C 2.367 -2.870 -2.125  -0.463
C 3.318 -3.940 -2.707  -0.100
P 0.841 -2.838 -3.265  0.341
O 1.419 -2.820 -4.764  -0.138
O 0.093 -4.085 -2.991  -0.275
O 0.127 -1.485 -3.148  -0.621
P 3.389 -1.270 -1.905  0.281
O 3.038 -0.562 -3.364  -0.223
O 4.824 -1.622 -1.876  -0.288
O 2.730 -0.419 -0.850  -0.604
H 1.277 -4.241 -0.986  0.136
H 1.013 -2.680 -0.387  0.078
H 2.524 -3.531 -0.112  0.157
H 2.775 -4.874 -2.868  0.084
H 4.152 -4.102 -2.024  0.081
H 3.743 -3.600 -3.648  0.082
H 1.560 -3.714 -5.093  0.084
H 3.910 -0.530 -3.782  0.080
N -0.614 -0.165 -5.367  0.143
C 0.443 0.939 -5.410  -0.173
P -0.140 2.259 -4.296  0.351
O -1.086 3.100 -5.086  -0.328
O -0.602 1.491 -3.061  -0.591
C 1.351 3.151 -3.900  -0.306
N 1.112 4.174 -2.863  -0.016
H -0.421 -0.741 -4.514  0.060
H -0.586 -0.772 -6.182  0.157
H -1.548 0.237 -5.286  0.151
H 0.508 1.329 -6.420  0.102
H 1.377 0.465 -5.098  0.088
H 1.713 3.587 -4.836  0.099
H 2.102 2.438 -3.540  0.086
H 1.865 4.851 -2.856  0.089
H 0.706 3.394 -1.154  0.085
H 0.256 4.695 -3.034  0.087



The following is a quantum chemistry calculation of a cluster of 2 separate species, C11H21Cl2N2O4 in total in a non-equilibrium geometry, from OMol25.

Strongest force on any atom in Eh/bohr: 0.03155
Charge: +1
Electronic energy in eV: -47953.771
LUMO in eV: -3.309

Last column: Löwdin charge in e.
Cartesian coordinates (Å):
C -1.276 -4.149 1.509  -0.073
C -0.780 -2.705 1.519  -0.212
C -1.566 -1.920 0.443  -0.108
N -0.806 -0.848 -0.269  -0.190
C -0.215 0.082 0.759  -0.067
C 0.253 1.446 0.262  -0.215
O 1.671 1.477 0.221  -0.088
C 0.370 -1.432 -1.031  -0.045
C 0.025 -1.908 -2.424  -0.171
O -1.041 -2.847 -2.402  -0.044
C -2.077 -2.535 -3.253  -0.320
O -3.170 -2.437 -2.827  0.133
N -1.587 -0.190 -1.268  0.183
C -2.606 0.391 -0.871  -0.212
O -3.562 0.933 -0.532  0.294
H -0.923 -4.722 0.661  0.085
H -2.361 -4.108 1.428  0.086
H -1.089 -4.643 2.449  0.082
H -1.050 -2.302 2.488  0.114
H 0.297 -2.614 1.451  0.103
H -2.429 -1.506 0.951  0.143
H -1.966 -2.634 -0.261  0.117
H -0.954 0.242 1.537  0.143
H 0.631 -0.361 1.261  0.142
H -0.188 1.786 -0.670  0.128
H -0.042 2.170 1.018  0.116
H 1.907 1.865 -0.621  0.030
H 0.820 -2.263 -0.504  0.139
H 1.144 -0.684 -1.150  0.137
H -0.113 -1.099 -3.128  0.128
H 0.914 -2.431 -2.777  0.142
H -1.861 -2.437 -4.318  0.158
Cl 2.717 4.311 -0.544  0.583
C 3.155 5.593 0.617  -0.634
C 2.956 5.144 2.042  -0.650
Cl 1.230 4.933 2.441  0.541
H 2.560 6.471 0.385  0.073
H 4.203 5.832 0.448  0.078
H 3.351 5.896 2.722  0.078
H 3.462 4.202 2.237  0.071



The following is a quantum chemistry calculation of a structure of composition C11H21ClF6N4NiO7S2 in a non-equilibrium geometry, from OMol25.

Relative energy (zero: lowest compared OMol25 entry of this formula, charge and spin) in kcal per mole: 37.3
2S+1: 3
Strongest force on any atom in Eh/bohr: 0.11524
Electronic energy in eV: -123582.407
LUMO (spin up / spin down) in eV: 0.244 / -0.166

Last column: Löwdin spin population.
Cartesian coordinates (Å):
Ni 5.049 -18.926 22.043  1.833
C 1.435 -16.796 22.844  0.001
F 1.178 -17.026 24.147  0.000
F 0.418 -16.258 22.234  0.000
F 2.501 -15.937 22.782  0.000
S 1.781 -18.494 21.978  0.005
O 1.881 -19.489 23.050  0.002
O 0.689 -18.687 20.987  0.007
N 3.386 -18.298 21.280  0.023
S 3.198 -17.462 19.971  0.002
O 2.004 -16.652 19.762  0.003
O 4.442 -16.737 19.637  0.000
C 3.138 -18.886 18.620  0.000
F 3.076 -18.383 17.384  0.000
F 4.295 -19.559 18.727  0.000
F 2.115 -19.715 18.865  0.000
Cl 5.873 -19.934 24.168  0.043
C 6.454 -14.935 21.984  0.000
C 5.736 -15.804 23.005  0.004
O 5.531 -17.011 22.750  0.025
N 5.344 -15.181 24.152  -0.001
C 4.847 -15.828 25.348  0.000
H 5.896 -14.798 21.058  0.000
H 7.392 -15.403 21.684  0.000
H 6.773 -13.946 22.312  0.000
H 5.396 -14.181 24.282  0.000
H 3.809 -15.717 25.662  0.000
H 5.569 -15.541 26.113  0.000
H 4.980 -16.909 25.308  0.000
C 7.654 -17.908 18.961  0.000
C 7.671 -18.232 20.407  0.004
O 6.666 -18.743 20.847  0.020
N 8.801 -17.925 21.060  0.002
C 9.021 -18.280 22.463  0.000
H 6.661 -17.581 18.652  0.000
H 7.934 -18.759 18.340  0.000
H 8.331 -17.069 18.801  0.000
H 9.575 -17.605 20.495  0.000
H 8.687 -17.512 23.161  0.000
H 10.082 -18.519 22.542  0.000
H 8.416 -19.166 22.655  0.000
C 3.698 -22.666 20.197  0.000
C 4.958 -21.981 20.636  0.003
O 4.875 -20.849 21.069  0.024
N 6.060 -22.677 20.479  -0.001
C 7.369 -22.131 20.801  0.000
H 3.282 -23.339 20.947  0.000
H 3.714 -23.231 19.266  0.000
H 2.983 -21.895 19.909  0.000
H 6.083 -23.604 20.078  0.000
H 7.678 -21.449 20.008  0.000
H 8.046 -22.984 20.849  0.000
H 7.411 -21.683 21.794  0.000